# 1
{"formula": "C28H45IrN2S2SbSe2Te2", "method": "ωB97M-V/def2-TZVPD", "homo_energy_ev": [-6.3037, -6.6069], "relative_energy_kj_mol": 17.3, "s2": 8.780, "total_energy_ev": -209070.24930, "homo_lumo_gap_ev": [5.62, 5.17], "charge": 0, "multiplicity": 6, "symbols": ["Ir", "C", "N", "C", "C", "N", "C", "C", "C", "C", "C", "C", "C", "S", "C", "C", "C", "C", "C", "C", "S", "H", "H", "H", "H", "H", "H", "H", "H", "H", "H", "H", "H", "H", "H", "H", "H", "H", "H", "Se", "Te", "Te", "Se", "C", "C", "C", "C", "Sb", "C", "C", "C", "C", "C", "C", "C", "C", "H", "H", "H", "H", "H", "H", "H", "H", "H", "H", "H", "H", "H", "H", "H", "H", "H", "H", "H", "H", "H", "H", "H", "H", "H", "H", "H"], "xyz": [[0.85, -0.36, -0.14], [3.70, -0.30, -1.65], [2.27, -0.16, -2.04], [1.88, -1.24, -2.96], [1.65, -2.53, -2.22], [0.43, -2.48, -1.40], [-0.77, -2.40, -2.26], [0.43, -3.60, -0.49], [-0.10, -4.83, -0.88], [-0.11, -5.91, -0.01], [0.43, -5.76, 1.26], [0.98, -4.54, 1.64], [0.99, -3.45, 0.77], [1.76, -1.94, 1.31], [1.98, 1.18, -2.55], [1.87, 1.43, -3.91], [1.58, 2.71, -4.36], [1.41, 3.74, -3.45], [1.55, 3.50, -2.08], [1.84, 2.22, -1.63], [2.12, 1.86, 0.10], [4.31, -0.42, -2.54], [3.82, -1.16, -0.99], [4.02, 0.58, -1.11], [2.66, -1.41, -3.71], [0.98, -0.95, -3.49], [2.49, -2.75, -1.55], [1.59, -3.36, -2.94], [-1.64, -2.67, -1.68], [-0.69, -3.07, -3.13], [-0.91, -1.38, -2.61], [-0.51, -4.95, -1.88], [-0.52, -6.85, -0.33], [0.42, -6.59, 1.96], [1.40, -4.41, 2.64], [2.00, 0.63, -4.63], [1.48, 2.90, -5.43], [1.17, 4.74, -3.79], [1.42, 4.29, -1.36], [1.00, 3.35, 1.26], [-1.38, 2.37, 4.61], [0.08, 0.88, 3.08], [-1.21, 0.54, 0.85], [-2.00, -2.70, 3.00], [-3.32, -1.97, 2.74], [-3.57, -0.90, 3.79], [-4.47, -2.98, 2.70], [-3.11, -1.25, 0.70], [-5.02, -3.87, -1.39], [-5.33, -2.97, -2.54], [-6.13, -4.20, -0.44], [-3.92, -4.86, -1.53], [-4.61, 0.33, 0.43], [-4.40, 0.81, -1.01], [-5.98, -0.34, 0.56], [-4.51, 1.51, 1.39], [-2.06, -3.22, 3.97], [-1.15, -2.02, 3.05], [-1.78, -3.45, 2.24], [-3.52, -1.36, 4.79], [-4.57, -0.46, 3.69], [-2.85, -0.09, 3.77], [-4.56, -3.46, 3.68], [-4.31, -3.77, 1.95], [-5.44, -2.50, 2.48], [-6.05, -2.18, -2.26], [-5.77, -3.53, -3.38], [-4.43, -2.48, -2.93], [-6.58, -3.31, 0.01], [-5.78, -4.84, 0.38], [-6.94, -4.74, -0.95], [-3.32, -4.69, -2.43], [-4.31, -5.89, -1.58], [-3.24, -4.84, -0.67], [-4.50, 0.00, -1.74], [-3.41, 1.27, -1.14], [-5.15, 1.58, -1.25], [-6.07, -1.23, -0.07], [-6.77, 0.36, 0.23], [-6.21, -0.62, 1.59], [-3.58, 2.06, 1.29], [-4.60, 1.21, 2.43], [-5.33, 2.21, 1.17]], "lowdin_spin": [1.988, 0.008, 0.084, 0.005, 0.007, 0.072, 0.006, 0.019, 0.000, 0.018, 0.000, 0.023, 0.035, 0.329, 0.024, 0.005, 0.010, 0.007, 0.016, 0.028, 0.104, 0.002, 0.002, 0.000, 0.001, 0.000, 0.001, 0.002, 0.000, 0.002, 0.003, 0.000, 0.001, 0.000, 0.003, 0.000, 0.001, 0.000, 0.008, 0.246, 0.278, 0.454, 0.146, 0.010, 0.004, 0.002, 0.001, 0.030, 0.588, 0.087, 0.083, 0.084, 0.004, 0.000, 0.001, 0.005, 0.000, 0.015, 0.001, 0.000, 0.000, 0.007, 0.000, 0.000, 0.000, 0.003, 0.033, 0.009, 0.011, 0.002, 0.031, 0.000, 0.023, 0.021, 0.000, 0.000, 0.000, 0.001, 0.000, 0.000, 0.004, 0.000, 0.000]}



# 2
{"formula": "C4H9NO2", "method": "ωB97M-V/def2-TZVPD", "homo_energy_ev": -8.0565, "relative_energy_kj_mol": 234.9, "total_energy_ev": -9877.62641, "homo_lumo_gap_ev": 8.68, "charge": 0, "smiles": "CNC/C(O)=C\\O", "multiplicity": 1, "symbols": ["C", "N", "C", "C", "O", "C", "O", "H", "H", "H", "H", "H", "H", "H", "H", "H"], "xyz": [[-1.67, -0.84, -0.80], [-0.83, -1.22, 0.32], [-0.38, -0.06, 1.18], [0.47, 0.91, 0.43], [-0.09, 2.16, 0.28], [1.57, 0.54, -0.24], [2.12, -0.71, -0.07], [-1.92, -1.73, -1.38], [-1.22, -0.10, -1.47], [-2.60, -0.42, -0.41], [-0.05, -1.79, 0.00], [-1.27, 0.46, 1.55], [0.18, -0.50, 2.00], [0.54, 2.76, -0.14], [2.12, 1.24, -0.86], [3.03, -0.71, -0.38]], "lowdin_charge": [-0.147, -0.116, -0.132, -0.338, 0.028, -0.152, -0.014, 0.075, 0.073, 0.077, 0.088, 0.120, 0.119, 0.103, 0.119, 0.098]}